This record from the OMol25 dataset describes C22H38F4O19P2SSi2 as an isolated structure in a non-equilibrium geometry. The level of theory is the ωB97M-V functional and the def2-TZVPD basis.

LUMO energy (eV): 0.508
HOMO (eV): -7.5
Multiplicity: 1
Energy (eV): -118375.8074
Max |F| (eV/A): 2.085

Last column: Mulliken charge in e.
Cartesian coordinates (Å):
C1 2.8471 1.7912 1.1771  -0.494
C2 4.0954 1.0141 0.8693  -0.389
O1 3.9656 0.1554 -0.2666  -0.300
C3 4.2223 0.7767 -1.4489  -0.031
O2 5.3381 1.0696 -1.7454  -0.614
C4 3.0849 1.0988 -2.3662  1.064
C5 2.5499 -0.1311 -3.1007  -1.093
C6 2.0052 -1.2149 -2.1766  -0.671
Si1 0.3490 -0.7750 -1.3860  -0.652
C7 -0.2987 0.9099 -1.9561  -0.199
O3 -0.1260 1.7974 -0.8586  -0.360
C8 -0.2240 3.1453 -1.2898  -0.703
O4 0.5834 -0.7074 0.2507  0.006
Si2 -0.2201 -1.7727 1.2800  0.674
C9 -1.9491 -1.0748 1.5520  -1.148
P1 0.7908 -1.6013 3.2651  0.057
C10 0.5387 0.2088 3.6290  -0.210
O5 2.4413 -1.8480 2.9949  -0.587
P2 -1.0543 -2.3662 -2.1381  0.952
O6 -0.4310 -3.8194 -1.9106  -0.583
O7 -2.5370 -2.4199 -1.5883  -0.559
S1 -1.0989 -1.9643 -4.0413  -0.427
H1 2.9674 2.2899 2.1290  0.486
H2 2.6868 2.4974 0.3773  0.306
H3 1.9965 1.1331 1.2242  -0.147
H4 4.2890 0.3646 1.7141  0.102
H5 4.9537 1.6608 0.7720  0.414
H6 2.2975 1.6361 -1.8562  -0.946
H7 3.4781 1.7603 -3.1161  0.709
H8 3.3975 -0.5414 -3.6347  0.704
H9 1.8386 0.1811 -3.8515  -0.087
H10 1.9317 -2.1391 -2.7322  0.601
H11 2.7473 -1.3968 -1.4167  0.614
H12 -1.3683 0.8285 -2.1474  0.681
H13 0.2078 1.2607 -2.8432  0.161
H14 -0.4825 3.7192 -0.4181  0.262
H15 0.7287 3.4693 -1.6832  0.251
H16 -0.9867 3.2234 -2.0435  0.164
H17 -0.2367 -3.1680 0.7995  -0.260
H18 -2.0718 -0.2079 0.9221  0.327
H19 -2.0685 -0.7607 2.5737  0.481
H20 -2.6920 -1.8256 1.3391  0.368
H21 0.1681 0.7324 2.7612  0.162
H22 1.4799 0.6374 3.9208  -0.348
H23 -0.2063 0.3147 4.3939  0.459
H24 2.7064 -1.3029 2.2454  0.321
H25 0.4624 -3.8053 -2.2660  0.430
H26 -3.0382 -1.5802 -1.5866  0.346
C11 5.5782 0.8699 5.7101  -0.506
C12 4.3568 -0.0224 5.7100  0.400
O8 3.3174 0.8955 5.4104  -0.290
C13 3.8654 1.8975 4.6667  0.621
O9 3.2434 2.6776 4.0287  -0.586
O10 5.2170 1.8673 4.7449  -0.316
F1 4.1329 -0.5686 6.9276  -0.311
H27 5.7357 1.3423 6.6800  0.298
H28 6.4851 0.3508 5.4142  0.298
H29 4.3680 -0.8137 4.9583  0.244
C14 -6.3407 2.3437 -1.6389  -0.508
C15 -5.0468 2.5814 -0.9027  0.450
O11 -4.5132 1.2648 -0.7962  -0.174
C16 -4.9865 0.5653 -1.8607  0.695
O12 -4.5651 -0.4812 -2.2377  -0.613
O13 -6.0137 1.2076 -2.4450  -0.366
F2 -5.2540 3.0795 0.3403  -0.310
H30 -7.1545 2.0863 -0.9600  0.297
H31 -6.6416 3.1861 -2.2544  0.288
H32 -4.3440 3.2137 -1.4293  0.173
C17 -4.0500 -5.1171 2.9581  -0.438
C18 -3.4159 -5.9208 4.0707  0.306
O14 -2.1403 -5.3187 4.1911  -0.289
C19 -2.2710 -4.0166 3.8027  0.550
O15 -1.4750 -3.1681 4.0162  -0.450
O16 -3.4414 -3.8333 3.1388  -0.262
F3 -3.2640 -7.2232 3.7293  -0.292
H33 -3.7899 -5.5096 1.9745  0.278
H34 -5.1310 -5.0514 3.0414  0.261
H35 -3.9361 -5.8606 5.0279  0.291
C20 0.1081 2.0068 -6.0197  -0.331
C21 -1.0506 2.1909 -6.9717  0.211
O17 -2.1692 2.1394 -6.0973  -0.316
C22 -1.7530 2.5848 -4.8824  0.672
O18 -2.4720 2.9147 -3.9987  -0.520
O19 -0.3995 2.6099 -4.8195  -0.229
F4 -1.1371 1.1803 -7.8642  -0.291
H36 0.3231 0.9542 -5.8277  0.158
H37 1.0176 2.5006 -6.3505  0.329
H38 -1.0520 3.1415 -7.5073  0.283

This record from the OMol25 dataset describes one molecule with the formula C22H38N2. The level of theory is the ωB97M-V functional and the def2-TZVPD basis.

LUMO energy (eV): 0.827
HOMO (eV): -8.3
Multiplicity: 1
Energy (eV): -26411.1111
Structure (SMILES): CC(C)=CCC/C(C)=C/CNCCN[C@H]1[C@@H]2C[C@H]3C[C@@H](C2)C[C@@H]1C3
Max |F| (eV/A): 0.315

Last column: Mulliken charge in e.
Cartesian coordinates (Å):
C1 2.4338 2.9086 0.7075  -1.312
C2 3.5473 2.1206 0.0807  0.987
C3 3.5887 2.1924 -1.4201  -1.421
C4 4.4300 1.4641 0.8235  -0.446
C5 5.6213 0.6912 0.3533  -0.648
C6 5.5667 -0.7728 0.8238  -1.303
C7 4.4432 -1.5252 0.1652  1.071
C8 4.6700 -1.9100 -1.2715  -1.712
C9 3.3358 -1.8290 0.8318  -0.202
C10 2.1312 -2.5528 0.2958  -1.005
N1 0.9105 -1.7606 0.3153  -0.190
C11 0.9590 -0.6068 -0.5613  0.294
C12 -0.2771 0.2664 -0.3744  -1.278
N2 -1.4880 -0.5086 -0.5243  0.330
C13 -2.7010 0.2724 -0.6895  -0.678
C14 -3.1438 0.8843 0.6480  0.218
C15 -4.4054 1.7191 0.4368  -1.627
C16 -5.5259 0.8263 -0.0914  0.463
C17 -5.8103 -0.2848 0.9181  -1.391
C18 -4.5471 -1.1197 1.1248  0.464
C19 -3.4197 -0.2339 1.6503  -1.360
C20 -4.1135 -1.7363 -0.2030  -1.363
C21 -3.8316 -0.6224 -1.2098  0.230
C22 -5.0942 0.2114 -1.4213  -1.629
H1 2.4673 2.8467 1.7922  0.349
H2 2.5115 3.9563 0.4160  0.392
H3 1.4663 2.5418 0.3664  0.124
H4 2.5887 2.3579 -1.8154  0.347
H5 4.2181 3.0234 -1.7409  0.396
H6 3.9832 1.2790 -1.8568  0.311
H7 4.3118 1.4768 1.9004  0.291
H8 6.5204 1.1530 0.7742  0.388
H9 5.7084 0.7285 -0.7317  0.394
H10 5.4415 -0.7912 1.9082  0.393
H11 6.5165 -1.2576 0.5826  0.447
H12 3.8410 -1.5890 -1.8997  0.293
H13 5.5844 -1.4601 -1.6501  0.413
H14 4.7627 -2.9918 -1.3656  0.405
H15 3.2393 -1.5138 1.8642  0.260
H16 2.2950 -2.8793 -0.7328  0.444
H17 1.9433 -3.4412 0.9090  0.340
H18 0.7179 -1.4506 1.2634  0.262
H19 0.9909 -0.9816 -1.5919  0.175
H20 1.8583 0.0118 -0.3987  -0.172
H21 -0.2276 1.1073 -1.0956  0.215
H22 -0.2658 0.6936 0.6346  0.308
H23 -1.3803 -1.1436 -1.3085  0.284
H24 -2.5415 1.1003 -1.4141  0.491
H25 -2.3471 1.5307 1.0306  0.381
H26 -4.2052 2.5253 -0.2737  0.475
H27 -4.7067 2.1746 1.3831  0.506
H28 -6.4315 1.4256 -0.2428  0.164
H29 -6.1292 0.1508 1.8681  0.498
H30 -6.6209 -0.9198 0.5524  0.493
H31 -4.7525 -1.9173 1.8479  0.209
H32 -2.5149 -0.8294 1.7758  0.418
H33 -3.6955 0.1940 2.6171  0.498
H34 -4.8987 -2.3912 -0.5887  0.481
H35 -3.2099 -2.3282 -0.0539  0.524
H36 -3.5248 -1.0644 -2.1663  0.309
H37 -4.9028 1.0018 -2.1517  0.478
H38 -5.8916 -0.4230 -1.8157  0.527

This record from the OMol25 dataset describes C22H38P2Ti as an isolated structure in a non-equilibrium geometry. The level of theory is the ωB97M-V functional and the def2-TZVPD basis.

LUMO energy (spin up / spin down) (eV): -0.109 / -0.114
HOMO (spin up / spin down) (eV): -4.7 / -6.1
Multiplicity: 3
Energy (eV): -65113.9538
Max |F| (eV/A): 3.189
Expectation value of S²: 2.01

Last column: Löwdin spin population.
Cartesian coordinates (Å):
P1 -0.1452 -1.7634 -5.0650  -0.001
P2 0.3865 1.9436 -5.1225  0.000
C1 -0.4389 -0.5066 -6.3646  0.000
C2 0.4262 0.7324 -6.5187  -0.001
H1 -1.5157 -0.2886 -6.3806  0.000
H2 -0.2550 -1.1345 -7.2472  0.000
H3 1.4646 0.5066 -6.7896  0.000
H4 0.0070 1.3101 -7.3579  0.000
C3 -1.1257 2.7761 -5.7405  0.002
H5 -1.4796 3.5079 -5.0130  0.000
H6 -1.9277 2.0514 -5.9403  0.000
H7 -0.8418 3.2720 -6.6810  0.000
C4 1.6678 3.1444 -5.5799  0.000
H8 1.3396 3.6880 -6.4754  0.000
H9 2.6235 2.6305 -5.7772  0.000
H10 1.8090 3.8431 -4.7480  0.000
C5 -1.5283 -2.8806 -5.2677  0.000
H11 -1.6525 -3.6118 -4.4660  0.000
H12 -1.3541 -3.4325 -6.2081  0.000
H13 -2.4670 -2.3185 -5.3617  0.000
C6 1.3618 -2.5112 -5.6886  0.000
H14 2.1475 -1.7622 -5.7652  0.000
H15 1.1756 -2.9199 -6.6804  0.000
H16 1.7400 -3.3205 -5.0609  0.000
Ti1 0.0421 -0.8047 -0.1713  1.724
C7 0.3560 2.2319 -2.8368  0.000
C8 -1.0429 2.2306 -2.8747  0.017
C9 -1.7534 1.0411 -3.4170  0.002
C10 -1.9998 -0.1946 -2.4914  0.005
C11 -0.7955 -1.0836 -2.3682  0.024
C12 0.2825 -1.2013 -3.4571  0.005
C13 1.3824 -0.1080 -3.3376  0.007
C14 1.2042 1.0383 -2.3177  0.044
C15 1.8011 -1.6072 0.5184  0.015
H17 0.8905 3.1890 -2.6653  0.000
H18 -1.6309 2.9371 -2.3066  0.001
H19 -1.1663 0.6299 -4.2623  0.000
H20 -2.7336 1.3347 -3.8278  0.001
H21 -2.4064 0.1246 -1.5273  0.002
H22 -2.7812 -0.8201 -2.9431  0.000
H23 -1.0790 -2.0995 -2.0447  0.023
H24 0.8116 -2.1455 -3.2277  0.002
H25 1.6836 0.2648 -4.3697  0.000
H26 2.3352 -0.6428 -3.0921  0.002
H27 0.9399 0.6409 -1.1934  0.026
H28 2.2528 1.4162 -2.2224  0.001
H29 2.5738 -0.8448 0.6912  0.003
H30 2.1751 -2.4230 -0.1240  0.006
H31 1.4460 -2.0166 1.4883  0.011
C16 -0.8172 0.9788 0.5965  0.026
C17 -0.4670 0.7216 2.0075  0.015
C18 0.7934 1.1270 2.5284  0.006
C19 1.1251 0.7550 3.8350  0.003
C20 0.2013 0.1379 4.6750  0.000
C21 -1.0937 -0.1152 4.1967  0.005
C22 -1.4515 0.1902 2.8891  0.011
H32 -1.8841 0.9360 0.3719  0.004
H33 -0.3751 1.8622 0.1508  0.006
H34 1.4686 1.6790 1.8734  0.002
H35 2.1351 0.9752 4.2034  0.000
H36 0.4564 -0.0966 5.6968  0.000
H37 -1.8430 -0.5523 4.8585  0.000
H38 -2.4507 0.0178 2.4772  0.002

This record from the OMol25 dataset describes C22H39AsBeN10O3S as an isolated structure. The level of theory is the ωB97M-V functional and the def2-TZVPD basis.

LUMO energy (eV): -5.803
HOMO (eV): -13.2
Multiplicity: 1
Energy (eV): -116551.6503
Max |F| (eV/A): 0.913
Total charge: +2

Last column: Mulliken charge in e.
Cartesian coordinates (Å):
Be1 -1.1676 1.1236 0.3790  -0.568
N1 -0.8293 2.9578 0.5590  0.185
N2 -0.6825 3.1256 1.9450  -0.414
C1 -0.5025 2.0291 2.7046  0.602
N3 -0.2471 2.1766 3.9882  -0.275
N4 -0.5988 0.8930 2.0018  0.523
N5 -0.2938 -0.3314 2.5837  0.781
O1 -0.1312 -0.4105 3.7834  -0.755
O2 -0.2143 -1.2436 1.7995  -0.362
H1 0.0071 3.3018 0.0905  0.365
H2 -1.6540 3.4606 0.2411  0.439
H3 -0.5900 4.0532 2.3310  0.189
H4 -0.1246 3.0902 4.3947  0.177
H5 -0.1321 1.3482 4.5568  0.221
C2 -2.3563 -1.8937 -0.0561  -1.533
C3 -1.5085 -1.1616 -1.0351  1.229
N6 -1.0874 0.0997 -0.9493  0.003
C4 -0.4132 0.3806 -2.1303  -0.682
C5 -0.4203 -0.7175 -2.9117  -0.807
N7 -1.0994 -1.6852 -2.2013  0.328
C6 -1.2035 -3.0800 -2.6417  -1.198
N8 0.0990 -3.6450 -2.7515  0.724
N9 0.5328 -4.0711 -3.9800  -0.669
N10 1.6538 -4.6441 -3.8517  -0.506
C7 2.0121 -4.6356 -2.5139  0.137
C8 3.1500 -5.1380 -1.8804  -0.767
C9 3.2309 -4.9714 -0.5164  -0.660
C10 2.2138 -4.3154 0.2049  -0.674
C11 1.0867 -3.8117 -0.4094  -0.189
C12 1.0052 -4.0011 -1.7907  1.246
H6 -2.5079 -1.2919 0.8324  -0.061
H7 -1.8980 -2.8323 0.2534  0.414
H8 -3.3293 -2.1201 -0.4962  0.552
H9 -0.0006 1.3518 -2.3346  0.770
H10 0.0041 -0.9170 -3.8807  0.515
H11 -1.6482 -3.1179 -3.6343  0.333
H12 -1.8340 -3.6206 -1.9377  0.517
H13 3.9254 -5.6338 -2.4474  0.467
H14 4.0896 -5.3511 0.0197  0.428
H15 2.3219 -4.2061 1.2764  0.471
H16 0.3267 -3.2953 0.1618  0.109
O3 -2.8520 1.3389 0.5585  -0.087
S1 -3.9466 1.3470 1.6378  0.243
C13 -4.9848 2.8079 1.3009  -0.541
C14 -6.3019 2.3179 0.6963  -0.698
C15 -6.5339 0.9149 1.2523  -0.797
C16 -5.2108 0.1842 1.0653  -0.571
H17 -4.4019 3.4509 0.6423  0.283
H18 -5.1240 3.3086 2.2586  0.468
H19 -6.2224 2.2813 -0.3907  0.304
H20 -7.1127 2.9989 0.9469  0.384
H21 -7.3338 0.3876 0.7351  0.377
H22 -6.8031 0.9558 2.3101  0.345
H23 -4.9805 0.0235 0.0098  0.282
H24 -5.1143 -0.7464 1.6205  0.507
C17 3.2125 3.7263 1.0953  -1.208
C18 3.1914 2.2089 1.2283  -0.773
As1 2.1243 1.3376 -0.1764  0.172
C19 2.6735 -0.5433 -0.0050  -0.086
C20 4.1503 -0.8897 0.1363  -1.332
C21 3.0404 2.0073 -1.7854  -0.765
C22 4.5633 1.9265 -1.8513  -1.301
H25 3.9086 4.1712 1.8067  0.438
H26 2.2310 4.1746 1.2933  0.161
H27 3.5245 4.0438 0.1004  0.281
H28 2.7798 1.9026 2.1944  0.521
H29 4.2063 1.8129 1.1964  0.522
H30 2.2408 -1.0458 -0.8752  0.121
H31 2.1155 -0.9212 0.8547  0.277
H32 4.7037 -0.7118 -0.7821  0.209
H33 4.2517 -1.9492 0.3775  0.379
H34 4.6343 -0.3316 0.9375  0.303
H35 2.7136 3.0465 -1.8760  0.471
H36 2.5932 1.4810 -2.6320  0.530
H37 5.0376 2.2014 -0.9088  0.282
H38 4.9423 2.6060 -2.6152  0.388
H39 4.8993 0.9263 -2.1141  0.308